No. 1
This record from the Open Molecules 2025 dataset describes the molecule C11H13N3O. The level of theory is ωB97M-V/def2-TZVPD.

Computed properties:
relative energy (zero: lowest compared OMol25 entry of this formula, charge and spin) = 79.31 kJ/mol
SMILES = CC(/C(C#N)=C/C(C)C)=C(\C#N)C(N)=O
net charge = 0
LUMO = -0.62 eV
2S+1 = 1
energy = -666.4480 Ha

Each atom is followed by the atoms it is bonded to, with distances in Å.
Positions of all 28 atoms, in Å:
1 C -1.225 2.498 1.524  C2 1.494, H16 1.087, H17 1.093, H18 1.090
2 C -0.996 1.114 1.009  C1 1.494, C3 1.468, C10 1.353
3 C -0.210 1.010 -0.226  C2 1.468, C4 1.416, C6 1.344
4 C -0.423 2.030 -1.185  C3 1.416, N5 1.146
5 N -0.611 2.856 -1.957  C4 1.146
6 C 0.730 0.069 -0.417  C3 1.344, C7 1.492, H19 1.083
7 C 1.567 -0.084 -1.643  C6 1.492, C8 1.528, C9 1.537, H20 1.098
8 C 2.885 -0.778 -1.300  C7 1.528, H21 1.087, H22 1.089, H23 1.089
9 C 0.770 -0.892 -2.679  C7 1.537, H24 1.087, H25 1.088, H26 1.087
10 C -1.458 0.015 1.649  C2 1.353, C11 1.409, C13 1.503
11 C -2.071 0.113 2.914  C10 1.409, N12 1.149
12 N -2.541 0.136 3.962  C11 1.149
13 C -1.435 -1.372 1.071  C10 1.503, N14 1.356, O15 1.210
14 N -1.156 -2.340 1.978  C13 1.356, H27 1.007, H28 1.007
15 O -1.646 -1.611 -0.096  C13 1.210
16 H -1.521 2.492 2.570  C1 1.087
17 H -2.019 2.964 0.935  C1 1.093
18 H -0.330 3.108 1.401  C1 1.090
19 H 0.891 -0.656 0.372  C6 1.083
20 H 1.773 0.905 -2.073  C7 1.098
21 H 3.514 -0.859 -2.183  C8 1.087
22 H 2.696 -1.781 -0.921  C8 1.089
23 H 3.431 -0.219 -0.542  C8 1.089
24 H -0.125 -0.349 -2.973  C9 1.087
25 H 0.464 -1.849 -2.262  C9 1.088
26 H 1.379 -1.067 -3.562  C9 1.087
27 H -1.122 -2.158 2.968  N14 1.007
28 H -1.213 -3.296 1.669  N14 1.007

Here are the Mulliken charges for atoms 1 to 6, given in e: atom 1 (C): -1.927, atom 2 (C): 0.822, atom 3 (C): 0.981, atom 4 (C): -0.089, atom 5 (N): -0.529, atom 6 (C): -0.726

No. 2
This record from the Open Molecules 2025 dataset describes a cluster of 2 separate species, C11H13N7O4 in total. The level of theory is ωB97M-V/def2-TZVPD.

Computed properties:
SMILES = O=[N+]([O-])c1cnc2no[n+]([O-])c2c1.C1CN=C2NCCN2C1
net charge = 0
LUMO = -1.90 eV
2S+1 = 1
energy = -1110.9410 Ha

Each atom is followed by the atoms it is bonded to, with distances in Å.
Positions of all 35 atoms, in Å:
1 O -0.295 -2.574 2.136  N2 1.236
2 N -1.436 -2.100 2.108  O1 1.236, O3 1.238, C4 1.448
3 O -2.314 -2.411 2.923  N2 1.238
4 C -1.760 -1.132 1.081  N2 1.448, C5 1.408, C13 1.368
5 C -3.046 -0.561 1.041  C4 1.408, N6 1.304, H14 1.081
6 N -3.462 0.342 0.198  C5 1.304, C7 1.357
7 C -2.520 0.752 -0.689  N6 1.357, N8 1.349, C12 1.389
8 N -2.639 1.726 -1.615  C7 1.349, O9 1.322
9 O -1.484 1.927 -2.224  N8 1.322, N10 1.347
10 N -0.631 1.044 -1.671  O9 1.347, O11 1.257, C12 1.381
11 O 0.589 0.953 -1.964  N10 1.257
12 C -1.226 0.247 -0.713  C7 1.389, N10 1.381, C13 1.384
13 C -0.817 -0.734 0.173  C4 1.368, C12 1.384, H15 1.079
14 H -3.755 -0.889 1.788  C5 1.081
15 H 0.167 -1.174 0.136  C13 1.079
16 C 0.125 -5.179 -2.926  C17 1.540, C24 1.525, H25 1.096, H26 1.098
17 C -0.413 -3.833 -2.405  C16 1.540, N18 1.399, H27 1.097, H28 1.099
18 N 0.306 -3.296 -1.332  C17 1.399, C19 1.293
19 C 1.584 -3.479 -1.408  N18 1.293, N20 1.404, N23 1.410
20 N 2.524 -3.129 -0.425  C19 1.404, C21 1.466, H29 1.021
21 C 3.885 -3.522 -0.804  N20 1.466, C22 1.539, H30 1.096, H31 1.096
22 C 3.713 -4.286 -2.128  C21 1.539, N23 1.476, H32 1.094, H33 1.094
23 N 2.278 -4.138 -2.442  C19 1.410, C22 1.476, C24 1.466
24 C 1.579 -5.038 -3.364  C16 1.525, N23 1.466, H34 1.096, H35 1.095
25 H 0.066 -5.917 -2.118  C16 1.096
26 H -0.500 -5.568 -3.741  C16 1.098
27 H -0.416 -3.093 -3.215  C17 1.097
28 H -1.459 -3.936 -2.083  C17 1.099
29 H 2.431 -2.278 0.131  N20 1.021
30 H 4.310 -4.152 -0.015  C21 1.096
31 H 4.520 -2.636 -0.915  C21 1.096
32 H 3.948 -5.350 -2.028  C22 1.094
33 H 4.313 -3.873 -2.944  C22 1.094
34 H 2.100 -6.002 -3.376  C24 1.096
35 H 1.655 -4.621 -4.374  C24 1.095

Here are the Mulliken charges for atoms 1 to 6, given in e: atom 1 (O): -0.558, atom 2 (N): 0.954, atom 3 (O): -0.600, atom 4 (C): -0.034, atom 5 (C): -0.221, atom 6 (N): -0.578

No. 3
This record from the Open Molecules 2025 dataset describes the molecule C11H13NO. The level of theory is ωB97M-V/def2-TZVPD.

Computed properties:
relative energy (zero: lowest compared OMol25 entry of this formula, charge and spin) = 409.19 kJ/mol
SMILES = O=C1CCCN(c2ccccc2)C1
net charge = 0
LUMO = 0.73 eV
2S+1 = 1
energy = -556.7964 Ha

Each atom is followed by the atoms it is bonded to, with distances in Å.
Positions of all 26 atoms, in Å:
1 O 0.979 0.950 -3.442  C2 1.230
2 C 0.943 0.154 -2.506  O1 1.230, C3 1.435, C13 1.571
3 C 1.716 -1.048 -2.374  C2 1.435, C4 1.647, H14 1.212, H15 1.129
4 C 2.536 -0.922 -0.952  C3 1.647, C5 1.576, H16 1.192, H17 1.188
5 C 1.767 -0.092 0.145  C4 1.576, N6 1.497, H18 1.084, H19 1.112
6 N 0.315 -0.273 -0.171  C5 1.497, C7 1.375, C13 1.440
7 C -0.589 -0.022 0.834  N6 1.375, C8 1.334, C12 1.431
8 C -1.474 0.975 0.788  C7 1.334, C9 1.392, H20 1.124
9 C -2.383 1.085 1.835  C8 1.392, C10 1.413, H21 1.145
10 C -2.534 0.351 3.034  C9 1.413, C11 1.525, H22 1.167
11 C -1.621 -0.866 2.921  C10 1.525, C12 1.336, H23 1.262
12 C -0.664 -0.864 1.990  C7 1.431, C11 1.336, H24 1.044
13 C 0.092 0.627 -1.273  C2 1.571, N6 1.440, H25 1.160, H26 1.106
14 H 0.827 -1.837 -2.614  C3 1.212
15 H 2.589 -1.324 -3.035  C3 1.129
16 H 3.516 -0.370 -1.348  C4 1.192
17 H 2.526 -2.064 -0.629  C4 1.188
18 H 2.036 -0.551 1.090  C5 1.084
19 H 1.841 1.017 0.150  C5 1.112
20 H -1.523 1.665 -0.099  C8 1.124
21 H -2.830 2.131 1.709  C9 1.145
22 H -3.459 0.366 3.745  C10 1.167
23 H -1.932 -1.680 3.835  C11 1.262
24 H 0.116 -1.557 1.987  C12 1.044
25 H -0.943 0.639 -1.797  C13 1.160
26 H 0.454 1.610 -0.919  C13 1.106

Here are the Mulliken charges for atoms 1 to 6, given in e: atom 1 (O): -0.595, atom 2 (C): 0.142, atom 3 (C): -0.615, atom 4 (C): -0.565, atom 5 (C): -0.792, atom 6 (N): 0.027

No. 4
This record from the Open Molecules 2025 dataset describes the molecule C11H13NO2. The level of theory is ωB97M-V/def2-TZVPD.

Computed properties:
relative energy (zero: lowest compared OMol25 entry of this formula, charge and spin) = 463.26 kJ/mol
SMILES = CCC1=[N+]([O-])O[C@@H](c2ccccc2)C1
net charge = 0
LUMO = 0.82 eV
2S+1 = 1
energy = -632.0531 Ha

Each atom is followed by the atoms it is bonded to, with distances in Å.
Positions of all 27 atoms, in Å:
1 C 2.692 1.703 -1.913  C2 1.532, H15 1.087, H16 1.087, H17 1.087
2 C 2.364 0.321 -2.488  C1 1.532, C3 1.473, H18 1.093, H19 1.092
3 C 1.445 -0.428 -1.614  C2 1.473, N4 1.303, C14 1.600
4 N 1.777 -1.281 -0.686  C3 1.303, O5 1.214, O6 1.499
5 O 2.859 -1.717 -0.348  N4 1.214
6 O 0.645 -1.865 0.103  N4 1.499, C7 1.455
7 C -0.688 -1.370 -0.208  O6 1.455, C8 1.486, C14 1.689, H20 1.087
8 C -1.321 -0.659 0.933  C7 1.486, C9 1.390, C13 1.390
9 C -2.581 -1.050 1.371  C8 1.390, C10 1.384, H21 1.081
10 C -3.173 -0.417 2.449  C9 1.384, C11 1.385, H22 1.080
11 C -2.511 0.609 3.101  C10 1.385, C12 1.385, H23 1.080
12 C -1.255 1.004 2.669  C11 1.385, C13 1.383, H24 1.080
13 C -0.661 0.374 1.590  C8 1.390, C12 1.383, H25 1.080
14 C -0.144 -0.352 -1.441  C3 1.600, C7 1.689, H26 1.089, H27 1.090
15 H 1.807 2.336 -1.902  C1 1.087
16 H 3.456 2.183 -2.518  C1 1.087
17 H 3.067 1.606 -0.898  C1 1.087
18 H 3.284 -0.264 -2.571  C2 1.093
19 H 1.919 0.427 -3.479  C2 1.092
20 H -1.285 -2.180 -0.620  C7 1.087
21 H -3.095 -1.856 0.868  C9 1.081
22 H -4.149 -0.732 2.787  C10 1.080
23 H -2.971 1.098 3.948  C11 1.080
24 H -0.735 1.803 3.176  C12 1.080
25 H 0.326 0.673 1.268  C13 1.080
26 H -0.631 -0.636 -2.373  C14 1.089
27 H -0.440 0.670 -1.203  C14 1.090

Here are the Mulliken charges for atoms 1 to 6, given in e: atom 1 (C): -1.141, atom 2 (C): -0.718, atom 3 (C): 0.388, atom 4 (N): 0.799, atom 5 (O): -0.736, atom 6 (O): -0.449

No. 5
This record from the Open Molecules 2025 dataset describes the molecule C11H13NO3. The level of theory is ωB97M-V/def2-TZVPD.

Computed properties:
relative energy (zero: lowest compared OMol25 entry of this formula, charge and spin) = 859.18 kJ/mol
SMILES = [O-]/[N+](O)=C1/C=C=C2/C(=C\CC1)CC[C@H]2O
net charge = 0
LUMO (spin up / spin down) = -0.42 / -0.42 eV
2S+1 = 1
energy = -707.1378 Ha

Each atom is followed by the atoms it is bonded to, with distances in Å.
Positions of all 28 atoms, in Å:
1 O -4.787 0.328 0.284  N2 1.252
2 N -3.802 -0.358 -0.070  O1 1.252, O3 1.400, C4 1.292
3 O -4.135 -1.543 -0.737  N2 1.400, H16 0.998
4 C -2.556 -0.109 0.164  N2 1.292, C5 1.575, C11 1.463
5 C -1.402 -0.896 -0.564  C4 1.575, C6 1.373, H17 1.064
6 C -0.133 -1.368 -0.336  C5 1.373, C7 1.315
7 C 1.051 -0.867 -0.056  C6 1.315, C8 1.485, C14 1.529
8 C 1.317 0.569 -0.322  C7 1.485, C9 1.321, C12 1.491
9 C 0.471 1.518 0.036  C8 1.321, C10 1.582, H18 1.037
10 C -0.706 1.309 1.072  C9 1.582, C11 1.517, H19 1.123, H20 1.159
11 C -2.185 1.172 0.764  C4 1.463, C10 1.517, H21 1.079, H22 1.237
12 C 2.650 0.712 -0.976  C8 1.491, C13 1.558, H23 1.148, H24 1.183
13 C 3.286 -0.668 -0.635  C12 1.558, C14 1.460, H25 1.218, H26 1.089
14 C 2.404 -1.556 0.116  C7 1.529, C13 1.460, O15 1.444, H27 1.009
15 O 2.652 -1.676 1.534  C14 1.444, H28 0.964
16 H -5.057 -1.454 -1.108  O3 0.998
17 H -1.741 -1.179 -1.532  C5 1.064
18 H 0.627 2.529 -0.130  C9 1.037
19 H -0.273 0.457 1.663  C10 1.123
20 H -0.597 2.203 1.801  C10 1.159
21 H -2.745 1.415 1.655  C11 1.079
22 H -2.698 2.095 0.119  C11 1.237
23 H 2.508 0.908 -2.098  C12 1.148
24 H 3.486 1.475 -0.635  C12 1.183
25 H 3.552 -1.114 -1.737  C13 1.218
26 H 4.153 -0.463 -0.008  C13 1.089
27 H 2.427 -2.488 -0.269  C14 1.009
28 H 2.231 -0.949 2.006  O15 0.964

Here are the Mulliken charges for atoms 1 to 6, given in e: atom 1 (O): -0.733, atom 2 (N): 0.811, atom 3 (O): -0.474, atom 4 (C): -0.268, atom 5 (C): -0.720, atom 6 (C): -0.152

No. 6
This record from the Open Molecules 2025 dataset describes a cluster of 2 separate species, C11H13NS in total. The level of theory is ωB97M-V/def2-TZVPD.

Computed properties:
relative energy (zero: lowest compared OMol25 entry of this formula, charge and spin) = 254.49 kJ/mol
SMILES = C=Nc1ccccc1.CC(C)=C=S
net charge = 0
LUMO = 0.31 eV
2S+1 = 1
energy = -879.7718 Ha

Each atom is followed by the atoms it is bonded to, with distances in Å.
Positions of all 26 atoms, in Å:
1 C 3.216 -0.085 0.411  N2 1.257, H9 1.129, H10 1.096
2 N 2.123 0.157 -0.160  C1 1.257, C3 1.402
3 C 1.141 -0.835 -0.294  N2 1.402, C4 1.424, C8 1.394
4 C 0.208 -0.797 -1.368  C3 1.424, C5 1.386, H11 1.072
5 C -0.933 -1.583 -1.336  C4 1.386, C6 1.334, H12 1.127
6 C -1.109 -2.369 -0.271  C5 1.334, C7 1.346, H13 1.126
7 C -0.256 -2.417 0.769  C6 1.346, C8 1.352, H14 1.071
8 C 0.885 -1.691 0.777  C3 1.394, C7 1.352, H15 1.119
9 H 4.025 0.702 0.367  C1 1.129
10 H 3.527 -1.058 0.806  C1 1.096
11 H 0.370 -0.100 -2.165  C4 1.072
12 H -1.724 -1.569 -2.139  C5 1.127
13 H -2.109 -2.878 -0.187  C6 1.126
14 H -0.434 -3.022 1.635  C7 1.071
15 H 1.457 -1.846 1.725  C8 1.119
16 C -0.342 1.630 1.483  C17 1.512, H21 1.211, H22 1.134, H23 1.089
17 C -0.748 1.976 0.068  C16 1.512, C18 1.589, C19 1.306
18 C -2.177 1.553 -0.484  C17 1.589, H24 1.059, H25 1.058, H26 1.178
19 C 0.096 2.220 -0.899  C17 1.306, S20 1.602
20 S 0.994 2.692 -2.138  C19 1.602
21 H -0.651 0.466 1.616  C16 1.211
22 H -0.848 2.352 2.197  C16 1.134
23 H 0.744 1.706 1.514  C16 1.089
24 H -2.763 0.975 0.182  C18 1.059
25 H -2.020 1.208 -1.472  C18 1.058
26 H -2.671 2.612 -0.636  C18 1.178

Here are the Mulliken charges for atoms 1 to 6, given in e: atom 1 (C): -0.417, atom 2 (N): -0.122, atom 3 (C): 0.198, atom 4 (C): -0.239, atom 5 (C): -0.645, atom 6 (C): -0.233